No. 1
C6H9N | the ωB97M-V functional and the def2-TZVPD basis

Calculated values
Structure (SMILES): CC#CC[C@H]1CN1
HOMO energy in Eh: -0.3450
Charge: 0
Energy above the lowest of the compared OMol25 structures with the same formula, charge and spin in kJ/mol: 291.7
2S+1: 1
LUMO level in eV: 1.01

Element x y z (Å)
C  2.272267  1.126317  1.460407
C  1.621130  0.111278  0.636766
C  1.053504  -0.714935  -0.033397
C  0.015924  -1.435679  -0.781718
C  -1.292175  -0.768215  -0.379786
C  -1.452879  0.678920  -0.597302
N  -2.196275  -0.286651  -1.413798
H  1.962179  2.132525  1.155366
H  3.359514  1.063037  1.372988
H  1.999569  0.998595  2.513136
H  0.002884  -2.505990  -0.544924
H  0.162412  -1.341348  -1.864202
H  -1.728044  -1.162921  0.537595
H  -0.669913  1.216237  -1.129554
H  -1.947700  1.259367  0.179540
H  -3.162393  -0.370536  -1.111120

Atoms 1-2, force components in eV/Å:
0.09 0.05 0.07
-0.12 -0.45 -0.27

***

No. 2
C3H10N2O3 | the ωB97M-V functional and the def2-TZVPD basis

Calculated values
Structure (SMILES): NCCNC(=O)O.O
HOMO energy in Eh: -0.3447
Charge: 0
Energy above the lowest of the compared OMol25 structures with the same formula, charge and spin in kJ/mol: 29.3
2S+1: 1
LUMO level in eV: 0.54

Element x y z (Å)
N  -0.904660  1.522751  0.324460
C  -0.992472  0.578130  1.445046
C  0.062874  -0.521835  1.388136
N  0.407906  -0.942100  0.032914
C  1.610985  -0.726418  -0.534734
O  2.029190  -1.273219  -1.533400
O  2.312537  0.271126  0.063884
H  -0.977499  1.059260  -0.568311
H  -0.038393  2.030702  0.337675
H  -0.898321  1.222286  2.318777
H  -2.032518  0.260236  1.464354
H  -0.134612  -1.438304  1.948650
H  0.943139  -0.149107  1.849074
H  -0.236431  -1.503459  -0.494771
H  3.178557  0.257518  -0.368060
O  -1.798061  -0.178715  -2.394470
H  -1.382891  -0.983057  -2.723704
H  -1.149328  0.514212  -2.555517

Atoms 1-2, force components in eV/Å:
-0.28 0.06 0.19
-0.55 1.10 -0.78

***

No. 3
C45H90O45 | the ωB97M-V functional and the def2-TZVPD basis

Calculated values
HOMO energy in Eh: -0.3800
Charge: 0
Energy above the lowest of the compared OMol25 structures with the same formula, charge and spin in kJ/mol: 974.6
2S+1: 1
LUMO level in eV: 0.15

Element x y z (Å)
C  8.737187  17.707188  -13.439398
O  8.268000  17.057473  -14.608423
C  7.722354  17.667190  -15.560655
O  7.360975  18.903827  -15.533237
O  7.388906  16.796077  -16.434821
C  6.465197  17.163899  -17.453470
H  7.917921  18.388459  -13.209726
H  9.719720  18.170952  -13.526791
H  8.934713  16.909779  -12.722987
H  6.719996  18.102345  -17.945896
H  5.457192  17.344712  -17.080199
H  6.444884  16.457876  -18.283659
C  12.760003  8.175718  -4.989847
O  11.861646  8.619704  -6.030485
C  12.242570  9.710006  -6.734885
O  13.407590  10.187785  -6.798339
O  11.157040  10.156004  -7.358068
C  11.362499  11.145471  -8.371355
H  13.674101  7.757115  -5.410899
H  12.387882  7.252204  -4.546288
H  13.081736  8.976832  -4.324413
H  11.943766  10.592758  -9.109418
H  12.020135  11.995171  -8.187969
H  10.469500  11.508321  -8.880262
C  2.476914  14.711619  -1.244063
O  3.259515  14.875934  -2.474573
C  4.569926  14.643073  -2.466619
O  5.180340  14.343663  -1.450733
O  5.074281  14.759562  -3.696591
C  6.482432  14.465900  -3.845128
H  1.640873  15.409622  -1.288065
H  3.111332  14.922007  -0.383044
H  2.149064  13.672816  -1.205154
H  6.631925  13.887725  -4.756971
H  6.965099  13.892209  -3.053918
H  6.858775  15.487715  -3.893832
C  11.408265  11.943875  1.815184
O  12.463097  11.457169  2.689944
C  12.779220  11.978082  3.784820
O  12.280667  13.037580  4.171182
O  13.618360  11.187440  4.424632
C  13.726111  11.311159  5.791837
H  10.399692  12.000390  2.224678
H  11.215097  11.292897  0.962534
H  11.684874  12.866479  1.304895
H  13.954817  10.331018  6.210346
H  12.777585  11.601944  6.243348
H  14.564874  11.930903  6.108822
C  15.341866  11.615954  -13.821919
O  14.396467  12.592388  -14.233410
C  14.796266  13.747822  -14.820404
O  15.998627  14.170903  -14.910031
O  13.770715  14.322472  -15.418377
C  13.875862  15.519311  -16.180137
H  15.861644  11.073066  -14.611357
H  14.839005  10.793507  -13.313193
H  16.129579  12.007181  -13.178077
H  13.043056  15.722486  -16.853371
H  14.678995  15.326100  -16.891294
H  14.100471  16.416380  -15.603143
C  2.465144  8.048465  -6.947911
O  3.136618  7.634105  -5.731900
C  4.361790  8.077444  -5.444378
O  5.035111  8.935171  -6.096486
O  4.693231  7.479925  -4.231131
C  5.900468  7.737891  -3.638356
H  3.072689  8.031062  -7.852726
H  2.225505  9.091398  -6.740645
H  1.522220  7.519670  -7.087087
H  6.805912  7.230374  -3.971062
H  5.771456  7.595502  -2.565418
H  6.162652  8.764820  -3.892843
C  22.928455  12.499912  -1.175672
O  22.427017  11.180405  -1.462812
C  21.556456  10.900069  -2.384342
O  21.174618  9.734713  -2.615848
O  21.247212  12.019246  -3.131554
C  20.322260  12.024322  -4.178257
H  23.845826  12.431623  -0.590979
H  22.179007  13.057880  -0.614324
H  23.136868  13.105669  -2.057558
H  20.748917  11.784020  -5.152077
H  19.886646  13.021641  -4.239086
H  19.457254  11.363681  -4.119908
C  2.886297  14.316160  -11.256406
O  2.190402  15.199295  -12.079666
C  1.529130  14.813259  -13.170414
O  1.717092  13.727347  -13.621807
O  0.788119  15.904734  -13.631340
C  0.123829  15.917242  -14.897137
H  3.091433  14.796800  -10.299840
H  3.794037  13.881103  -11.674555
H  2.348943  13.386551  -11.068867
H  0.866402  16.025789  -15.687635
H  -0.665998  16.666870  -14.945470
H  -0.402516  14.997271  -15.151533
C  16.269244  3.976619  -9.661195
O  16.740964  2.600573  -9.561971
C  15.847028  1.633927  -9.327900
O  14.688073  1.852814  -9.052193
O  16.525069  0.491954  -9.522756
C  15.753736  -0.757658  -9.696330
H  15.571869  3.994382  -10.498712
H  17.125217  4.588548  -9.945752
H  15.864328  4.445212  -8.764218
H  14.898187  -0.506835  -10.323424
H  15.344622  -1.205237  -8.790559
H  16.246836  -1.658194  -10.062381
C  22.241421  12.723545  -12.279161
O  21.080649  13.028276  -11.471319
C  20.712907  14.250856  -11.311389
O  21.338391  15.242413  -11.639040
O  19.519962  14.226589  -10.616424
C  18.806403  15.401279  -10.361060
H  22.363377  13.057684  -13.309495
H  22.378904  11.653176  -12.432479
H  23.119797  13.019405  -11.705562
H  18.693937  16.013736  -11.255688
H  19.157921  16.049488  -9.558342
H  17.792545  15.093488  -10.105227
C  13.304928  5.350379  2.039322
O  12.006761  6.024420  1.895883
C  11.372617  6.310950  3.050863
O  11.877982  6.419075  4.222210
O  10.082819  6.550128  2.763112
C  9.241964  7.168811  3.732142
H  13.157241  4.556313  2.771253
H  14.009760  6.157143  2.240423
H  13.657132  4.922728  1.100621
H  8.484741  7.722672  3.177220
H  9.758054  7.931601  4.315149
H  8.847462  6.401473  4.398206
C  19.766202  2.131948  -4.508037
O  20.948298  2.250076  -5.217295
C  21.779693  1.233734  -5.084833
O  21.569530  0.122850  -4.618528
O  22.928111  1.634410  -5.618917
C  24.014290  0.778993  -5.722997
H  19.941767  1.990401  -3.441621
H  19.126379  1.275412  -4.720309
H  19.217848  3.073645  -4.532750
H  23.714756  -0.245095  -5.945743
H  24.696825  0.816257  -4.873960
H  24.639561  1.033883  -6.578667
C  14.267941  -3.227963  0.592043
O  13.381777  -2.927264  -0.362504
C  13.300793  -1.707017  -0.963321
O  13.953272  -0.750765  -0.674275
O  12.588213  -1.878882  -2.051852
C  12.464502  -0.800284  -2.947456
H  13.876919  -2.919105  1.561477
H  15.218628  -2.699923  0.518097
H  14.622051  -4.250665  0.721624
H  13.306466  -0.484381  -3.563390
H  12.062467  0.134764  -2.557387
H  11.694059  -1.095760  -3.659641
C  6.798854  8.883885  -13.713786
O  7.874785  8.542510  -12.894902
C  8.004592  7.252645  -12.558651
O  7.208943  6.336182  -12.855374
O  9.074327  7.108780  -11.804130
C  9.312482  5.926306  -11.102211
H  6.841494  8.409864  -14.694393
H  6.794245  9.944492  -13.965159
H  5.860292  8.542329  -13.277277
H  10.273247  6.083930  -10.612119
H  9.516331  5.050587  -11.718382
H  8.589963  5.732355  -10.309464
C  15.129017  19.292283  -5.595193
O  14.429209  19.769413  -6.752627
C  13.246655  19.253128  -7.061386
O  12.737934  18.217801  -6.662771
O  12.573953  20.153213  -7.693853
C  13.027197  21.513594  -7.854687
H  15.936842  19.941386  -5.257273
H  15.626001  18.344791  -5.803403
H  14.458053  19.170801  -4.744799
H  12.342864  22.116146  -8.451940
H  14.001866  21.465912  -8.340342
H  13.174226  21.846514  -6.827237

Atoms 1-2, force components in eV/Å:
-0.33 0.08 0.24
2.88 -2.45 2.10

***

No. 4
C3H8O2 | the ωB97M-V functional and the def2-TZVPD basis

Calculated values
Structure (SMILES): CC=O.CO
HOMO energy in Eh: -0.3656
Charge: 0
Energy above the lowest of the compared OMol25 structures with the same formula, charge and spin in kJ/mol: 154.9
2S+1: 1
LUMO level in eV: 0.87

Element x y z (Å)
C  -2.616770  0.510626  0.019578
C  -1.490465  -0.369127  0.454495
O  -0.938445  -1.162689  -0.269805
H  -3.528269  -0.105702  0.005354
H  -2.736010  1.347502  0.704532
H  -2.623763  0.772279  -1.040127
H  -1.396334  -0.523968  1.542831
C  2.507470  0.727178  0.429040
O  2.146896  0.021967  -0.761885
H  1.689909  0.677606  1.152746
H  2.689079  1.762308  0.137965
H  3.426574  0.360259  0.886395
H  2.093503  -0.877975  -0.473860

Atoms 1-2, force components in eV/Å:
-0.43 0.02 -0.46
-0.94 -1.74 -0.42

***

No. 5
C10H19N3O4 | the ωB97M-V functional and the def2-TZVPD basis

Calculated values
Structure (SMILES): CC(C)[C@H](NC(=O)[C@@H](N)CCC(N)=O)C(=O)O
HOMO energy in Eh: -0.3423
Charge: 0
Energy above the lowest of the compared OMol25 structures with the same formula, charge and spin in kJ/mol: 284.7
2S+1: 1
LUMO level in eV: 0.53

Element x y z (Å)
C  -4.024617  -0.578802  0.203309
C  -2.927244  0.501582  0.068810
C  -3.397660  1.411441  -0.988015
C  -1.476978  -0.028332  0.231518
N  -0.518272  0.920174  -0.036707
C  0.802152  1.083369  0.444558
O  1.452436  1.865465  -0.246248
C  1.435915  0.220591  1.451880
N  0.577105  -0.288759  2.420288
C  2.155008  -0.923474  0.648040
C  2.863039  -0.739910  -0.753230
C  4.250824  -0.197700  -0.725258
N  4.250164  1.169986  -0.870515
O  5.296409  -0.811052  -0.461316
C  -1.206607  -1.211359  -0.661315
O  -0.804953  -2.302895  -0.247024
O  -1.068851  -0.924491  -1.890908
H  -4.960299  -0.111710  0.087369
H  -3.991349  -1.085803  1.171717
H  -3.984988  -1.502153  -0.451603
H  -2.940213  1.061044  0.950224
H  -2.573386  1.947934  -1.423577
H  -4.062556  2.230300  -0.681037
H  -3.776965  0.805429  -1.807467
H  -1.481340  -0.605914  1.208911
H  -0.625134  1.478678  -0.954344
H  2.339277  0.760759  1.866391
H  0.038206  0.365821  2.986004
H  1.048466  -1.107478  2.874951
H  2.997925  -1.334819  1.270351
H  1.503332  -1.669041  0.262965
H  2.304486  -0.056424  -1.364661
H  2.886519  -1.799225  -1.088512
H  3.303923  1.531862  -0.620652
H  5.062804  1.656742  -0.625891
H  -0.746577  -1.731831  -2.249018

Atoms 1-2, force components in eV/Å:
1.64 -2.11 0.61
-0.62 -1.53 1.09

***

No. 6
C2H5N3S | the ωB97M-V functional and the def2-TZVPD basis

Calculated values
Structure (SMILES): [H]/N=C(\N)SN=C
HOMO energy in Eh: -0.3258
Charge: 0
Energy above the lowest of the compared OMol25 structures with the same formula, charge and spin in kJ/mol: 140.9
2S+1: 1
LUMO level in eV: 0.85

Element x y z (Å)
H  1.520246  -0.983500  2.692536
N  1.718697  -0.350263  1.896951
C  0.762873  -0.374435  1.071613
N  -0.418353  -1.084930  1.099597
S  1.055533  0.598729  -0.396729
N  -0.495875  0.511625  -1.114297
C  -0.673775  1.117533  -2.232499
H  -0.772386  -1.351383  1.988192
H  -1.142416  -0.792275  0.448622
H  -1.680424  1.031377  -2.673426
H  0.125881  1.677523  -2.780560

Atoms 1-2, force components in eV/Å:
0.24 0.46 -0.48
-0.09 -0.54 0.76

***

Calculated gap between HOMO and LUMO, 10.399; 9.921; 10.487; 10.823; 9.844; 9.711 eV (same order as the records).